This record from the Open Molecules 2025 dataset describes 2 unconnected molecules or ions with the total composition C5H9NO in a non-equilibrium geometry. The level of theory is ωB97M-V/def2-TZVPD.

Summary:
HOMO level: -9.91 eV
SMILES string: [H]/N=C/C.C=CC=O
Spin multiplicity: 1
Total charge: 0
Calculated total energy: -8866.345 eV

Positions of all 16 atoms, in Å:
H: 2.361 -0.106 1.558
N: 1.350 -0.193 1.677
C: 0.798 0.900 1.341
C: -0.670 1.153 1.481
H: 1.382 1.763 1.006
H: -1.213 0.241 1.739
H: -0.767 1.875 2.301
H: -1.112 1.619 0.592
C: -0.532 -1.990 -1.179
C: 0.110 -0.866 -0.907
C: -0.311 0.197 -1.851
O: 0.488 0.954 -2.349
H: -1.471 -1.883 -1.698
H: -0.141 -2.984 -1.032
H: 1.071 -0.859 -0.407
H: -1.344 0.180 -2.271

Mulliken atomic charge list, values in e, 4 entries: atom 1 (H): 0.248, atom 2 (N): -0.684, atom 3 (C): 0.200, atom 4 (C): -1.019

This record from the Open Molecules 2025 dataset describes C5H9NO in the gas phase. The level of theory is ωB97M-V/def2-TZVPD.

Summary:
HOMO level: -9.45 eV
SMILES string: C[C@H]1CC/C1=N\O
Spin multiplicity: 1
Total charge: 0
Calculated total energy: -8866.325 eV

Positions of all 16 atoms, in Å:
C: -0.801 1.790 0.223
C: 0.302 0.852 -0.253
C: 1.212 0.248 0.860
C: 0.649 -1.174 0.573
C: -0.139 -0.564 -0.560
N: -0.899 -1.003 -1.472
O: -1.024 -2.390 -1.376
H: -0.377 2.738 0.575
H: -1.363 1.342 1.051
H: -1.506 2.004 -0.586
H: 0.860 1.311 -1.077
H: 2.281 0.348 0.658
H: 1.007 0.630 1.865
H: 0.020 -1.593 1.366
H: 1.373 -1.938 0.275
H: -1.596 -2.602 -2.123

Mulliken atomic charge list, values in e, 4 entries: atom 1 (C): -1.437, atom 2 (C): 0.415, atom 3 (C): -0.694, atom 4 (C): -0.448

This record from the Open Molecules 2025 dataset describes C5H9NO in the gas phase. The level of theory is ωB97M-V/def2-TZVPD.

Summary:
HOMO level: -9.38 eV
SMILES string: CC(=O)[C@@H]1CN1C
Spin multiplicity: 1
Total charge: 0
Calculated total energy: -8867.032 eV

Positions of all 16 atoms, in Å:
C: 2.376 0.119 0.142
C: 1.200 1.071 0.084
O: 1.349 2.246 0.351
C: -0.224 0.634 -0.168
C: -0.808 -0.144 0.957
N: -0.661 -0.742 -0.354
C: -1.946 -0.917 -1.043
H: 3.223 0.687 0.537
H: 2.197 -0.756 0.775
H: 2.623 -0.249 -0.859
H: -0.820 1.432 -0.609
H: -1.802 0.137 1.300
H: -0.134 -0.513 1.726
H: -2.223 -1.976 -1.006
H: -1.888 -0.614 -2.092
H: -2.764 -0.347 -0.570

Mulliken atomic charge list, values in e, 4 entries: atom 1 (C): -1.029, atom 2 (C): 0.209, atom 3 (O): -0.553, atom 4 (C): 0.274

This record from the Open Molecules 2025 dataset describes 2 unconnected molecules or ions with the total composition C5H9NO. The level of theory is ωB97M-V/def2-TZVPD.

Summary:
HOMO level: -8.93 eV
SMILES string: CC1=C(N=O)CC1.[H][H]
Spin multiplicity: 1
Total charge: 0
Calculated total energy: -8864.138 eV

Positions of all 16 atoms, in Å:
C: -1.408 -1.025 -0.473
C: -0.541 0.095 -0.030
C: 0.764 0.280 0.247
N: 1.842 -0.621 0.187
O: 2.900 -0.120 0.523
C: 0.643 1.731 0.633
C: -0.872 1.535 0.309
H: -2.042 -0.709 -1.310
H: -2.081 -1.319 0.342
H: -0.825 -1.898 -0.775
H: 0.867 1.959 1.679
H: 1.172 2.438 -0.012
H: -1.245 2.126 -0.535
H: -1.551 1.662 1.159
H: 1.041 -3.367 -1.138
H: 1.335 -2.765 -0.808

Mulliken atomic charge list, values in e, 4 entries: atom 1 (C): -0.936, atom 2 (C): 0.270, atom 3 (C): 0.246, atom 4 (N): -0.080

This record from the Open Molecules 2025 dataset describes C5H9NO in the gas phase. The level of theory is ωB97M-V/def2-TZVPD.

Summary:
HOMO level: -10.86 eV
SMILES string: C[C@@H](O)[C@@H](C)C#N
Spin multiplicity: 1
Total charge: 0
Calculated total energy: -8868.196 eV

Positions of all 16 atoms, in Å:
C: 1.144 -0.060 -1.137
C: 0.401 -0.871 -0.075
O: 1.147 -1.029 1.119
C: -0.922 -0.180 0.337
C: -0.695 1.061 1.208
C: -1.650 0.167 -0.897
N: -2.126 0.445 -1.910
H: 0.446 0.272 -1.904
H: 1.922 -0.645 -1.636
H: 1.602 0.822 -0.679
H: 0.142 -1.861 -0.483
H: 2.032 -1.328 0.876
H: -1.538 -0.894 0.898
H: -1.642 1.568 1.416
H: -0.028 1.774 0.716
H: -0.235 0.761 2.152

Mulliken atomic charge list, values in e, 4 entries: atom 1 (C): -1.418, atom 2 (C): 0.158, atom 3 (O): -0.551, atom 4 (C): 0.418

This record from the Open Molecules 2025 dataset describes C5H9NO in the gas phase. The level of theory is ωB97M-V/def2-TZVPD.

Summary:
HOMO level (spin up / spin down): -6.64 / -6.51 eV
Spin multiplicity: 1
Total charge: 0
Calculated total energy: -8864.548 eV

Positions of all 16 atoms, in Å:
C: 0.267 1.188 1.840
C: 0.530 -0.151 1.252
N: -0.432 -0.959 0.829
C: -0.234 -1.648 -0.331
C: 0.063 -0.841 -1.539
C: -0.426 0.542 -1.737
O: 0.946 0.283 -1.466
H: 0.359 1.938 1.039
H: 0.996 1.445 2.613
H: -0.748 1.272 2.247
H: 1.523 -0.428 0.926
H: -1.331 -0.956 1.323
H: -0.756 -2.588 -0.461
H: 0.200 -1.441 -2.439
H: -0.646 0.947 -2.726
H: -0.980 1.012 -0.920

Mulliken atomic charge list, values in e, 4 entries: atom 1 (C): -1.058, atom 2 (C): 0.028, atom 3 (N): -0.086, atom 4 (C): -0.999

This record from the Open Molecules 2025 dataset describes C5H9NO in the gas phase. The level of theory is ωB97M-V/def2-TZVPD.

Summary:
HOMO level (spin up / spin down): -5.98 / -5.99 eV
Spin multiplicity: 1
Total charge: 0
Calculated total energy: -8865.558 eV

Positions of all 16 atoms, in Å:
C: 1.171 0.955 1.031
C: 0.221 -0.164 0.678
C: 0.756 -0.511 -1.757
C: -1.110 -0.205 1.417
O: -2.120 -0.393 0.363
C: -1.467 -0.432 -0.803
N: -0.183 -0.275 -0.666
H: 1.859 1.199 0.210
H: 1.808 0.689 1.886
H: 0.654 1.901 1.303
H: 1.031 -1.570 -1.748
H: 0.296 -0.229 -2.712
H: 1.653 0.089 -1.586
H: -1.232 -1.048 2.118
H: -1.349 0.730 1.965
H: -1.989 -0.736 -1.701

Mulliken atomic charge list, values in e, 4 entries: atom 1 (C): -1.175, atom 2 (C): 0.063, atom 3 (C): -0.867, atom 4 (C): -0.309

This record from the Open Molecules 2025 dataset describes C5H9NO in the gas phase. The level of theory is ωB97M-V/def2-TZVPD.

Summary:
HOMO level: -9.70 eV
SMILES string: C[C@H]1N[C@H]1CC=O
Spin multiplicity: 1
Total charge: 0
Calculated total energy: -8867.053 eV

Positions of all 16 atoms, in Å:
C: -1.044 1.642 -0.144
C: 0.371 1.141 -0.348
N: 1.309 0.930 0.749
C: 0.937 -0.206 -0.090
C: 0.239 -1.337 0.624
C: -0.744 -2.102 -0.223
O: -1.060 -1.798 -1.351
H: -1.805 0.853 -0.121
H: -1.162 2.285 0.734
H: -1.225 2.249 -1.029
H: 0.829 1.602 -1.225
H: 2.217 1.306 0.496
H: 1.631 -0.535 -0.863
H: -0.288 -0.971 1.516
H: 0.979 -2.059 1.006
H: -1.184 -2.999 0.267

Mulliken atomic charge list, values in e, 4 entries: atom 1 (C): -1.253, atom 2 (C): 0.153, atom 3 (N): -0.711, atom 4 (C): 0.094

Which ΔE to the lowest compared entry with this formula, charge and spin belongs to each record? In order, 66.14 66.60 50.29 117.03 23.44 107.56 84.29 49.81 kcal per mole.